C25H57AsN4O3OsSSi3 | the ωB97M-V functional and the def2-TZVPD basis

```
! RIJCOSX wB97M-V def2-TZVPD def2/J DEFGRID3
* xyz 4 1
Os 0.390 0.359 -0.313
C 3.347 -0.702 0.195
O 2.174 -0.143 0.840
C 2.523 0.884 1.800
C 2.157 2.222 1.232
O 0.757 2.101 0.866
C 0.065 3.365 0.763
H 3.985 0.097 -0.177
H 3.011 -1.311 -0.638
H 3.884 -1.311 0.920
H 3.587 0.827 2.025
H 1.954 0.682 2.706
H 2.735 2.478 0.343
H 2.259 3.007 1.982
H 0.262 3.945 1.663
H -0.993 3.139 0.703
H 0.402 3.916 -0.116
N -2.065 0.882 -3.596
C -2.489 2.050 -3.011
C -1.865 2.126 -1.804
N -1.069 1.014 -1.641
C -1.217 0.283 -2.749
C -0.463 -0.942 -2.788
N 0.303 -1.171 -1.722
C 0.942 -2.371 -1.943
C 0.555 -2.852 -3.154
N -0.333 -1.936 -3.674
H -2.374 0.541 -4.496
H -3.188 2.714 -3.493
H -1.954 2.901 -1.069
H 1.601 -2.827 -1.225
H 0.818 -3.756 -3.677
H -0.796 -2.025 -4.568
C 3.585 -0.822 -5.223
C 4.079 -0.564 -3.806
C 3.812 0.860 -3.331
S 2.036 1.145 -3.109
O 1.854 1.212 -1.554
C 1.776 2.836 -3.692
C 2.303 3.964 -2.809
C 3.815 4.154 -2.802
H 3.795 -1.846 -5.527
H 4.081 -0.163 -5.936
H 2.506 -0.664 -5.316
H 5.159 -0.718 -3.756
H 3.638 -1.278 -3.102
H 4.171 1.599 -4.047
H 4.255 1.080 -2.359
H 0.693 2.906 -3.820
H 2.223 2.842 -4.691
H 1.931 3.818 -1.790
H 1.824 4.873 -3.180
H 4.336 3.361 -2.264
H 4.070 5.093 -2.315
H 4.216 4.201 -3.816
C -2.450 -3.523 -0.492
Si -3.130 -2.022 0.385
C -4.058 -0.864 -0.739
C -4.214 -2.402 1.843
As -1.073 -0.985 1.220
Si -3.250 0.930 4.669
C -4.310 1.807 3.462
C -1.837 1.785 5.444
C -3.764 -0.702 5.311
Si -0.070 -2.515 2.908
C -1.313 -3.813 3.356
C 0.432 -1.524 4.399
C 1.338 -3.280 1.955
H -3.169 -4.343 -0.399
H -1.500 -3.882 -0.096
H -2.322 -3.326 -1.559
H -4.734 -1.464 -1.357
H -3.434 -0.276 -1.402
H -4.686 -0.180 -0.166
H -5.070 -2.971 1.465
H -4.623 -1.491 2.283
H -3.751 -3.005 2.619
H -4.034 2.854 3.346
H -5.345 1.748 3.818
H -4.300 1.318 2.485
H -1.386 2.556 4.820
H -1.081 1.110 5.843
H -2.279 2.303 6.311
H -4.833 -0.871 5.170
H -3.520 -0.770 6.375
H -3.228 -1.513 4.809
H -2.122 -3.464 3.996
H -0.758 -4.560 3.937
H -1.732 -4.337 2.497
H -0.435 -1.266 5.011
H 0.994 -0.617 4.183
H 1.072 -2.158 5.019
H 1.035 -4.250 1.555
H 2.175 -3.459 2.636
H 1.701 -2.657 1.142
*
```

Summary:
HOMO energy (spin up / spin down), eV: -18.671 / -18.663
Orbital gap (spin up / spin down), eV: 6.10 / 6.09
Energy relative to the best compared isomer or geometry (same formula, charge and spin), kcal per mole: 0.00